No. 1
Computed, not measured: a molecular structure, C3H4N2S2, with the ωB97M-V functional and the def2-TZVPD basis.

```
11
Properties=species:S:1:pos:R:3:forces:R:3:mulliken_charge:R:1
C 0.828 0.032 0.221 2.8 -0.5 -3.2 0.178
C 0.305 1.414 0.669 0.5 -0.5 0.6 -0.340
C -1.191 1.462 -0.009 -5.8 1.7 -3.4 0.307
H -1.995 -0.265 -0.484 -0.8 -1.7 0.6 0.220
H 0.339 -1.764 -0.508 3.8 -4.4 -2.0 0.251
H 1.149 2.222 0.113 -3.1 -2.2 2.0 0.346
H 0.467 1.325 2.031 -1.2 0.9 -4.4 0.297
N -0.027 -0.954 -0.294 2.3 6.0 2.2 -0.268
N -2.291 1.471 -0.656 9.2 0.7 5.2 -0.494
S -1.476 -1.329 0.241 -4.9 0.0 1.1 -0.211
S 2.515 -0.083 -0.227 -2.8 0.1 1.3 -0.287
```
Positions in Å, forces in eV/Å.

## Properties
**F_max**: 0.20579 Eh/bohr
**E**: -1022.400811 Ha

***

No. 2
Computed, not measured: a single C3H4N2S2 molecule, with the ωB97M-V functional and the def2-TZVPD basis.

```
11
Properties=species:S:1:pos:R:3:forces:R:3:mulliken_charge:R:1
C 0.841 -1.518 0.073 3.5 -0.2 -0.4 -0.086
C -0.176 -0.715 0.102 -0.4 0.5 0.3 -0.147
C -2.156 1.028 0.019 1.2 -0.2 -0.8 -0.842
N 2.297 -1.152 0.174 -1.9 -3.2 1.2 -0.308
N 2.890 -0.163 -0.017 0.8 0.4 -0.1 0.126
S 3.036 1.238 -0.586 0.1 2.8 -1.0 -0.131
S -0.372 0.889 0.516 -1.1 0.1 0.3 0.045
H 1.042 -2.573 0.054 -1.7 -0.6 0.0 0.396
H -2.457 2.067 -0.058 0.0 -0.1 0.0 0.343
H -2.780 0.425 0.633 -0.4 0.0 1.1 0.316
H -2.165 0.475 -0.909 -0.2 0.5 -0.7 0.287
```
Positions in Å, forces in eV/Å.

## Properties
**F_max**: 0.07508 Eh/bohr
**E**: -1022.379691 Ha
**Multiplicity**: 3

***

No. 3
Computed, not measured: a gas-phase ion, C3H4N3S (charge +1), with the ωB97M-V functional and the def2-TZVPD basis.

```
11
Properties=species:S:1:pos:R:3:forces:R:3:mulliken_charge:R:1
C 0.587 0.904 0.181 1.0 1.4 0.2 0.134
C 0.549 -0.531 0.011 -1.2 -2.5 0.0 0.222
C -1.604 1.046 -0.444 -3.8 -2.1 0.4 -0.139
N 1.399 -1.060 -0.713 1.8 0.9 -0.4 -0.474
N -0.491 1.631 -0.003 2.7 -1.8 0.4 0.043
N -0.530 -1.152 0.676 0.1 1.1 0.0 -0.299
S -1.971 -0.465 0.063 0.0 0.7 -1.1 0.208
H 1.620 1.221 0.386 -0.7 0.9 -0.1 0.411
H 1.541 -2.035 -0.947 -0.6 -0.1 0.2 0.281
H -0.625 2.604 0.082 0.9 1.7 0.2 0.278
H -0.475 -2.162 0.708 -0.2 -0.2 0.1 0.336
```
Positions in Å, forces in eV/Å.

## Properties
**F_max**: 0.08436 Eh/bohr
**E**: -678.761714 Ha
**Charge**: +1

***

No. 4
Computed, not measured: a single C3H4N4 molecule, with the ωB97M-V functional and the def2-TZVPD basis.

```
11
Properties=species:S:1:pos:R:3:forces:R:3:mulliken_charge:R:1
H -2.353 1.140 -0.095 0.5 -2.1 -0.3 0.232
N -2.612 0.062 -0.094 -3.2 2.8 0.4 -0.521
N -1.775 -0.787 0.026 3.4 0.7 -0.5 -0.019
C -0.373 -0.333 -0.040 -0.8 -0.2 0.5 0.474
C 0.603 -1.326 -0.042 -0.1 -0.2 0.3 -0.236
N 1.823 -0.830 -0.040 -0.5 1.0 -0.5 -0.768
N 1.580 0.516 -0.095 4.2 1.3 1.0 0.220
C 0.319 0.909 -0.030 -2.0 -1.8 0.6 -0.437
H 0.372 -2.379 0.051 0.3 0.0 -0.2 0.443
H 2.441 1.140 0.069 -2.1 -1.4 -0.5 0.286
H -0.024 1.890 0.292 0.4 -0.1 -0.7 0.327
```
Positions in Å, forces in eV/Å.

## Properties
**Structure (SMILES)**: [H]/N=N\c1cn[nH]c1
**F_max**: 0.08838 Eh/bohr
**E**: -335.642648 Ha

***

No. 5
Computed, not measured: a single C3H4N4 molecule, with the ωB97M-V functional and the def2-TZVPD basis.

```
11
Properties=species:S:1:pos:R:3:forces:R:3:mulliken_charge:R:1
N -0.631 -0.066 -2.446 -1.1 -1.3 -3.1 -0.535
C -0.305 -0.037 -1.258 0.0 -1.0 1.7 0.406
N -0.730 -1.189 -0.315 0.6 3.6 -1.1 -0.429
C -0.431 -0.814 0.845 -0.6 -3.0 5.8 0.064
N 0.626 0.039 1.296 -1.2 0.9 2.8 -0.239
C 0.787 1.098 0.453 2.5 -0.1 -0.2 0.042
N 0.395 1.145 -0.743 -1.0 -1.2 -1.0 -0.484
H -1.134 -0.938 -2.873 1.3 2.0 1.8 0.295
H -0.984 -1.360 1.820 1.6 1.2 -2.6 0.225
H 0.814 0.378 2.385 -1.3 -1.9 -3.7 0.337
H 1.593 1.743 0.835 -0.8 0.7 -0.3 0.318
```
Positions in Å, forces in eV/Å.

## Properties
**Structure (SMILES)**: N=c1nc[nH]cn1
**F_max**: 0.12769 Eh/bohr
**E**: -335.659926 Ha

***

No. 6
Computed, not measured: a single C3H4N4O molecule, with the ωB97M-V functional and the def2-TZVPD basis.

```
12
Properties=species:S:1:pos:R:3:forces:R:3:mulliken_charge:R:1
H -0.488 -2.499 -1.768 0.5 1.5 1.5 0.276
N -0.080 -2.108 -0.861 -0.7 4.2 0.2 -0.558
C -0.189 -0.782 -0.677 1.5 -2.4 -0.9 0.350
N -0.730 0.230 -1.521 -1.8 -0.2 -0.9 -0.453
C -0.999 1.326 -0.917 1.7 -0.8 1.4 0.072
N -0.264 1.284 0.401 -2.9 2.1 1.7 -0.625
N 0.414 0.072 0.375 -1.5 -1.2 -0.2 0.354
C 1.263 -0.255 1.405 2.5 -2.5 -0.1 0.156
O 1.820 -1.351 1.355 -0.9 1.6 0.6 -0.508
H -1.530 2.246 -1.424 1.3 -1.9 1.6 0.310
H -0.835 1.372 1.407 1.4 -0.1 -3.7 0.294
H 1.619 0.463 2.225 -1.3 -0.2 -1.3 0.332
```
Positions in Å, forces in eV/Å.

## Properties
**Structure (SMILES)**: [H]/N=c1\nc[nH]n1C=O
**F_max**: 0.08376 Eh/bohr
**E**: -410.872270 Ha

***

No. 7
Computed, not measured: a single C3H4N4O molecule, with the ωB97M-V functional and the def2-TZVPD basis.

```
12
Properties=species:S:1:pos:R:3:forces:R:3:mulliken_charge:R:1
H -2.187 -2.555 -0.009 0.2 -0.2 -0.1 0.283
N -2.067 -1.661 0.452 0.8 0.9 -0.2 -0.673
C -0.987 -1.073 0.074 -1.0 -1.8 0.2 0.457
C -0.554 0.192 0.508 0.5 3.4 0.9 -0.381
C 0.541 0.794 -0.048 0.2 -1.1 0.2 0.574
N 1.181 2.017 0.217 -0.1 -0.9 1.7 -0.563
O 1.253 0.099 -1.019 -0.7 1.1 0.5 -0.218
N 0.809 -1.168 -1.456 -1.1 -1.8 1.1 -0.105
N -0.127 -1.755 -0.874 1.2 1.8 -1.4 -0.234
H -1.150 0.826 1.225 0.6 -1.1 -0.8 0.283
H 1.245 2.283 1.299 0.1 -0.9 -3.5 0.286
H 2.045 2.002 -0.370 -0.7 0.6 1.3 0.292
```
Positions in Å, forces in eV/Å.

## Properties
**Structure (SMILES)**: [H]/N=c1/cc(N)onn1
**F_max**: 0.07079 Eh/bohr
**E**: -410.874106 Ha

***

No. 8
Computed, not measured: a single C3H4N4O molecule, with the ωB97M-V functional and the def2-TZVPD basis.

```
12
Properties=species:S:1:pos:R:3:forces:R:3:mulliken_charge:R:1
C -1.002 1.174 -0.353 0.3 -4.0 0.9 -0.052
N -1.696 0.070 -0.603 3.3 2.3 1.6 -0.384
N -1.339 -0.865 0.346 -0.4 -2.6 1.0 -0.284
C -0.197 -1.429 0.467 -2.5 3.0 -0.5 0.192
O 0.770 -1.148 -0.397 2.6 -0.7 -2.7 -0.402
C 1.694 -0.131 -0.377 -0.4 0.0 1.4 0.192
N 1.413 1.004 0.131 0.2 0.2 0.1 -0.462
N 0.065 1.199 0.720 -0.7 -1.8 -3.2 -0.291
H -1.091 2.045 -0.932 -0.6 1.0 -0.7 0.408
H 0.158 -2.033 1.268 -0.7 -0.7 0.7 0.443
H 2.750 -0.491 -0.730 -2.3 1.2 0.6 0.333
H -0.040 2.128 0.988 1.1 2.0 0.8 0.307
```
Positions in Å, forces in eV/Å.

## Properties
**Structure (SMILES)**: c1nncocn[nH]1
**F_max**: 0.08419 Eh/bohr
**E**: -410.825624 Ha

***

No. 9
Computed, not measured: a single C3H4N4O molecule, with the ωB97M-V functional and the def2-TZVPD basis.

```
12
Properties=species:S:1:pos:R:3:forces:R:3:mulliken_charge:R:1
H 1.025 -2.397 -2.491 0.0 1.4 3.5 0.222
N 0.962 -1.932 -1.426 -0.9 6.2 -5.9 -0.534
C 0.827 -0.478 -1.826 1.0 -3.7 1.5 0.025
N 0.566 0.483 -0.855 -2.0 1.6 2.2 -0.147
C -0.179 0.382 0.513 4.1 3.4 -0.5 0.197
N -1.072 -0.483 1.115 -0.6 2.6 0.0 -0.352
C -1.464 0.172 2.188 4.2 0.2 -0.7 0.100
O -0.474 1.344 2.455 -3.2 -2.3 -1.6 -0.158
N 0.241 1.494 1.253 -2.7 -4.5 -0.3 -0.294
H 1.036 0.122 -2.856 -0.4 -2.2 2.2 0.236
H 0.718 1.597 -0.960 -0.3 -3.9 -0.3 0.332
H -2.185 -0.303 2.888 0.8 1.2 0.0 0.373
```
Positions in Å, forces in eV/Å.

## Properties
**Structure (SMILES)**: [H]/N=C/Nc1ncon1
**F_max**: 0.16759 Eh/bohr
**E**: -410.776448 Ha

***

No. 10
Computed, not measured: a molecular structure, C3H4N4O2, with the ωB97M-V functional and the def2-TZVPD basis.

```
13
Properties=species:S:1:pos:R:3:forces:R:3:mulliken_charge:R:1
C 0.384 1.461 -0.479 -1.0 -1.5 0.8 0.488
C 1.140 -0.576 -1.181 -2.0 0.5 0.0 -0.072
C 0.235 -1.250 -0.232 0.1 -2.7 0.9 0.583
H -0.417 -0.789 2.429 -2.5 -0.7 -1.3 0.274
H -2.010 -1.657 1.498 4.0 3.7 0.9 0.340
H -0.468 3.164 -0.561 2.7 -0.9 -0.7 0.379
H 1.515 -1.249 -1.944 0.9 0.3 0.2 0.383
N -1.224 -0.666 1.698 -1.0 -3.9 0.2 -0.636
N -0.479 -0.366 0.525 -0.6 0.2 1.1 0.712
N -0.412 0.958 0.471 1.6 2.8 -2.7 -0.848
N 1.165 0.719 -1.291 1.0 -1.7 -0.7 -0.449
O 0.433 2.747 -0.877 -3.4 1.2 2.0 -0.477
O 0.139 -2.497 -0.057 0.2 2.7 -0.6 -0.676
```
Positions in Å, forces in eV/Å.

## Properties
**F_max**: 0.10753 Eh/bohr
**E**: -486.107761 Ha

***

No. 11
Computed, not measured: a single C3H4N4S molecule, with the ωB97M-V functional and the def2-TZVPD basis.

```
12
Properties=species:S:1:pos:R:3:forces:R:3:mulliken_charge:R:1
H 2.898 -1.926 -0.256 -1.9 2.9 0.6 0.269
N 2.277 -0.987 -0.300 -3.1 -2.3 1.4 -0.569
C 1.056 -1.226 0.222 3.8 -4.4 -1.1 0.097
N -0.108 -0.481 0.019 -0.8 -0.2 0.2 0.519
N -1.330 -1.093 -0.056 -0.9 -3.3 -1.0 -0.552
N -2.338 -0.285 -0.220 6.2 1.0 2.9 -0.244
C -1.632 0.951 0.078 -6.6 2.4 -3.3 -0.497
C -0.294 0.855 -0.007 -0.7 -0.8 0.8 0.458
S 1.009 1.923 -0.016 1.2 0.8 0.0 -0.209
H 0.840 -2.331 0.737 0.1 3.2 -1.4 0.283
H -2.488 1.727 -0.141 2.8 -0.4 0.9 0.311
H 0.111 2.875 -0.059 -0.1 1.2 0.0 0.134
```
Positions in Å, forces in eV/Å.

## Properties
**Structure (SMILES)**: [H]/N=C/n1nncc1S
**F_max**: 0.15040 Eh/bohr
**E**: -733.787536 Ha

***

No. 12
Computed, not measured: a single C3H4N4S molecule, with the ωB97M-V functional and the def2-TZVPD basis.

```
12
Properties=species:S:1:pos:R:3:forces:R:3:mulliken_charge:R:1
N -1.948 0.023 -0.648 0.5 -0.6 0.1 -0.367
C -0.665 -0.142 -0.240 -0.8 -0.2 -0.3 0.517
N -0.169 -1.361 -0.256 0.5 0.3 0.2 -0.672
N 1.104 -1.468 0.139 0.1 -0.5 -0.1 0.386
N 1.917 -0.531 0.526 -0.5 0.1 0.0 -0.615
C 1.420 0.692 0.555 0.6 0.0 0.2 -0.186
C 0.097 1.022 0.182 0.0 0.3 0.0 0.183
S -0.540 2.560 0.209 0.1 -0.4 0.0 -0.379
H -2.330 0.948 -0.582 -0.1 0.2 0.0 0.158
H -2.498 -0.784 -0.927 0.3 0.5 0.2 0.251
H 1.493 -2.412 0.141 -0.3 0.5 -0.1 0.277
H 2.120 1.454 0.903 -0.4 -0.1 -0.2 0.449
```
Positions in Å, forces in eV/Å.

## Properties
**Structure (SMILES)**: Nc1n[nH]ncc1=S
**F_max**: 0.01758 Eh/bohr
**E**: -733.894002 Ha